[1]
Density functional theory data (ωB97M-V with the def2-TZVPD basis set) for 2 unconnected molecules or ions with the total composition C4H12 at a distorted geometry.

Structure (XYZ):
```
16
Properties=species:S:1:pos:R:3:lowdin_charge:R:1
C -2.00101 -0.05570 -0.51941 -0.16
C -3.10487 -0.12647 0.60768 -0.15
H -1.56453 -1.00993 -0.79758 0.06
H -2.41342 0.64070 -1.23340 0.06
H -1.11117 0.45875 -0.16799 0.03
H -3.72583 -0.89107 0.13136 0.06
H -2.71293 -0.49046 1.54809 0.05
H -3.58787 0.82253 0.84251 0.06
C 2.42899 0.77702 0.30491 -0.17
C 2.71832 -0.61035 -0.33977 -0.17
H 3.34860 1.17760 0.71297 0.06
H 1.99505 1.49431 -0.39470 0.06
H 1.53925 0.59080 0.92294 0.06
H 1.84954 -0.81821 -0.99590 0.06
H 2.68047 -1.51620 0.24426 0.05
H 3.66140 -0.44333 -0.86597 0.06
```

Summary:
Calculated total energy = -4341.583 eV
Frontier orbital gap = 12.18 eV
ΔE to the lowest compared entry with this formula, charge and spin = 21.8 kcal/mol


[2]
Density functional theory data (ωB97M-V with the def2-TZVPD basis set) for 2 unconnected molecules or ions with the total composition C4H12 at a distorted geometry.

Structure (XYZ):
```
16
Properties=species:S:1:pos:R:3:lowdin_charge:R:1
C 0.29450 -1.08886 1.09398 -0.17
C -0.64022 -0.77791 2.26698 -0.18
H -0.26895 -1.50856 0.24595 0.06
H 1.03044 -0.31052 1.05899 0.06
H 0.67251 -2.09872 1.27706 0.06
H -1.69346 -1.02705 2.13469 0.06
H -0.49988 0.20824 2.70517 0.06
H -0.43290 -1.44420 3.12192 0.06
C 0.19507 1.50561 -1.14451 -0.15
C 0.13252 0.42402 -2.23487 -0.18
H -0.40208 2.32151 -1.55617 0.06
H -0.27923 1.18080 -0.22761 0.04
H 1.24756 1.74121 -1.05526 0.06
H -0.42542 -0.46288 -1.89452 0.05
H -0.31014 0.72240 -3.18415 0.06
H 1.07706 -0.06626 -2.48085 0.06
```

Summary:
Calculated total energy = -4341.536 eV
Frontier orbital gap = 12.11 eV
ΔE to the lowest compared entry with this formula, charge and spin = 22.9 kcal/mol